8
Properties=species:S:1:pos:R:3:forces:R:3 method="wB97M-V/def2-TZVPD" de_lowest_ev=3.897 e_homo_ev="-8.8363 / -8.5680" multiplicity=1 total_charge=0 e_tot_ev=-34504.1349
I -2.01181 1.71454 0.38215 0.1 0.0 0.1
I 1.59498 2.07288 -0.39410 -0.3 -0.8 0.0
I -1.83169 -1.71924 -0.10647 0.0 0.2 -0.1
I 1.74891 -1.59586 0.04700 0.1 1.0 -0.4
C -0.75470 0.06475 0.22235 0.9 -0.3 0.5
C 0.53308 0.20910 -0.57823 0.2 -0.9 2.4
H 0.28936 -0.68343 2.01033 -0.7 0.7 -0.9
H 0.43186 -0.06272 -1.58302 -0.3 0.1 -1.6


8
Properties=species:S:1:pos:R:3:forces:R:3 method="wB97M-V/def2-TZVPD" de_lowest_ev=2.598 e_homo_ev="-8.4080 / -8.3535" multiplicity=1 total_charge=0 e_tot_ev=-34505.4339
I -1.40834 -2.20588 -0.16735 0.0 -0.1 0.1
I -2.07102 1.88987 -0.32116 1.1 -0.8 -0.2
I 2.11215 -1.67580 0.41219 -0.7 0.2 0.1
I 1.46514 2.41334 -0.25930 -0.7 -1.0 -0.2
C -0.11705 0.99976 -0.59599 0.0 -0.6 1.7
C 0.10095 -1.09998 0.68572 0.2 2.5 0.0
H 0.02366 0.36099 -1.45994 -0.2 0.4 -0.3
H -0.10550 -0.68231 1.70584 0.2 -0.6 -1.1


6
Properties=species:S:1:pos:R:3:forces:R:3 method="wB97M-V/def2-TZVPD" de_lowest_ev=0.988 e_homo_ev=-10.1541 multiplicity=1 total_charge=0 e_tot_ev=-11695.1539
I -0.64204 -1.48730 -1.58293 0.2 0.5 0.6
N 1.34921 1.70555 -0.10997 -0.4 -0.8 -0.1
C 0.63819 0.79478 -0.05104 2.2 2.8 -0.3
C -0.28367 -0.20328 0.15971 -1.9 -4.2 3.1
H 0.26564 -1.06225 1.15574 -2.1 2.9 -3.1
H -1.32733 0.25250 0.42848 2.1 -1.2 -0.2


6
Properties=species:S:1:pos:R:3:forces:R:3 method="wB97M-V/def2-TZVPD" de_lowest_ev=3.337 e_homo_ev="-7.9370 / -7.9383" multiplicity=1 total_charge=0 e_tot_ev=-11692.8055
I -1.77047 2.19020 2.04559 0.2 -0.2 -0.3
N -0.60940 -0.06445 0.55283 -0.8 0.8 0.2
C -0.64943 1.16178 0.55590 0.2 5.8 3.8
C -0.52928 -0.83057 -0.33860 0.0 -6.3 -3.7
H -0.03541 -1.79191 -0.29858 0.5 -0.1 0.3
H 0.19224 1.75135 0.22431 -0.1 0.1 -0.4


8
Properties=species:S:1:pos:R:3:forces:R:3 method="wB97M-V/def2-TZVPD" de_lowest_ev=1.100 e_homo_ev=-9.7806 smiles="IC1=NC1.N#N" multiplicity=1 total_charge=0 e_tot_ev=-14675.6295
I -0.23114 0.78484 2.62343 0.0 -0.2 0.1
N -0.90518 0.70201 -0.38423 -0.7 1.0 0.1
N -0.50075 -2.08809 0.41103 -0.2 -0.8 -0.5
N -0.76612 -2.74512 -0.42240 0.2 0.4 0.5
C -0.14679 0.64898 0.59151 0.8 0.7 -0.8
C 0.60260 0.86653 -0.66504 -0.1 -0.5 0.2
H 0.86430 -0.01945 -1.24703 0.9 0.4 0.3
H 1.08308 1.85029 -0.90727 -0.9 -0.9 0.1


9
Properties=species:S:1:pos:R:3:forces:R:3 method="wB97M-V/def2-TZVPD" de_lowest_ev=4.439 e_homo_ev="-9.4624 / -9.4623" multiplicity=1 total_charge=0 e_tot_ev=-16718.3130
I 3.19743 1.39744 1.99308 -0.1 0.0 -0.2
O -1.13703 -1.57672 0.29502 -3.0 1.9 -0.6
N 0.10935 -1.11321 0.39915 1.8 0.9 -0.3
N -1.03098 0.37661 -0.87811 -3.6 -2.8 2.2
N 2.35820 1.68850 0.27849 0.5 0.4 0.3
C -1.85373 -0.60567 -0.39365 5.0 1.1 -0.9
C 0.10914 0.01624 -0.26928 4.0 0.8 -2.8
H -2.83612 -0.74599 -0.65299 -2.1 -0.6 -0.2
H 1.08375 0.56282 -0.77172 -2.4 -1.7 2.4


8
Properties=species:S:1:pos:R:3:forces:R:3 method="wB97M-V/def2-TZVPD" de_lowest_ev=11.783 e_homo_ev="-8.6429 / -8.5324" multiplicity=1 total_charge=0 e_tot_ev=-15780.3290
I -1.97781 1.68129 -0.04577 0.3 0.0 -0.6
O -2.13842 -1.45971 -0.09638 -0.1 -0.5 0.2
O -0.00229 -1.92704 -0.26645 0.6 -0.6 -0.3
N -0.93413 -1.17083 -0.09317 -0.2 0.4 -0.9
C -0.75764 0.11242 0.28744 1.0 1.3 1.9
C 1.63495 0.87783 0.20110 -2.2 -1.1 -0.9
H 2.31675 0.04777 0.23499 0.4 -0.1 0.3
H 1.85859 1.83826 -0.22175 0.3 0.5 0.2


9
Properties=species:S:1:pos:R:3:forces:R:3 method="wB97M-V/def2-TZVPD" de_lowest_ev=0.838 e_homo_ev=-10.5167 multiplicity=1 total_charge=0 e_tot_ev=-26624.7663
I -1.08434 -2.26966 -0.72600 -0.2 -0.1 -0.1
S 1.79621 -0.83713 -0.65325 0.9 -0.7 -0.6
O 1.61422 -0.98116 -2.07849 -0.1 0.5 1.3
O 2.80805 -1.66123 -0.00220 -1.8 1.4 -0.4
N 2.47992 1.90107 0.18649 0.0 0.4 -0.1
C 2.20553 0.90826 -0.31836 -0.1 -1.4 0.2
C 0.16286 -0.86825 0.23164 0.9 0.2 0.8
H 0.41052 -1.33540 1.26377 -0.5 1.5 -1.6
H -0.28933 0.19455 0.14631 0.9 -1.9 0.5


9
Properties=species:S:1:pos:R:3:forces:R:3 method="wB97M-V/def2-TZVPD" de_lowest_ev=4.201 e_homo_ev="-8.6716 / -8.6718" multiplicity=1 total_charge=0 e_tot_ev=-17835.6779
I 4.70978 0.23479 -0.07962 0.7 0.0 0.0
O 1.88897 1.22319 0.68256 0.0 0.7 0.3
O 3.34136 -2.44196 0.26161 -0.2 0.7 -0.1
O -0.77837 0.59778 -0.27871 2.4 2.0 -0.6
N 0.38264 -0.21543 -0.20719 -1.7 0.4 0.1
C 3.20833 -1.28872 0.17760 -2.0 1.1 0.1
C 1.49156 0.18622 0.29051 3.0 -1.3 0.4
H -0.29744 1.47391 -0.52575 -1.8 -1.6 0.5
H 0.28121 -1.09916 -0.58472 -0.4 -1.8 -0.8


9
Properties=species:S:1:pos:R:3:forces:R:3 method="wB97M-V/def2-TZVPD" de_lowest_ev=0.000 e_homo_ev=-9.6044 smiles="O=C=O.O=CNI" multiplicity=1 total_charge=0 e_tot_ev=-17839.8791
I 2.57641 -0.61086 -1.42848 -0.2 0.2 0.1
O -0.27930 -3.74896 2.79915 -1.5 -0.8 0.0
O 1.70112 -2.60929 2.68213 1.5 0.8 -0.1
O 0.25241 -1.75958 0.31409 0.0 -0.7 0.2
N 0.82449 0.14518 -0.73715 0.9 0.3 -0.6
C 0.01176 -0.63031 -0.01153 -0.6 0.4 0.2
C 0.70674 -3.17362 2.71597 0.0 0.0 0.0
H 0.57988 1.08369 -1.01123 -0.1 -0.1 0.1
H -0.91518 -0.09642 0.26401 0.0 -0.1 0.0


9
Properties=species:S:1:pos:R:3:forces:R:3 method="wB97M-V/def2-TZVPD" de_lowest_ev=3.115 e_homo_ev=-10.2453 smiles="C#[N+][O-].O=C=O.I" multiplicity=1 total_charge=0 e_tot_ev=-17836.7644
I -3.67540 -1.20221 -1.25944 0.2 0.2 -0.1
O 1.22470 -1.74251 0.58631 3.0 -1.2 -3.9
O 0.90716 2.97316 0.34385 -0.7 2.0 0.3
O -0.12176 -1.27607 2.31911 -2.6 0.9 3.3
N 0.97931 1.98122 -0.28324 1.1 -2.3 0.2
C 0.54403 -1.51452 1.44803 -0.4 0.1 0.6
C 1.17618 0.94190 -0.75415 -0.5 1.1 -0.2
H -2.54204 -0.10687 -1.62777 -0.2 -0.2 0.1
H 1.50782 -0.05410 -0.77270 0.1 -0.6 -0.4


8
Properties=species:S:1:pos:R:3:forces:R:3 method="wB97M-V/def2-TZVPD" de_lowest_ev=1.502 e_homo_ev="-12.0194 / -12.0135" multiplicity=2 total_charge=+1 e_tot_ev=-11569.6694
In -0.29557 -1.61991 -0.72966 2.9 -0.2 1.3
O -1.99690 -1.49148 -1.42287 -3.9 1.6 -1.8
O -0.53840 -3.71821 -1.07330 0.7 -1.7 0.1
C -1.63281 -4.10259 -1.47022 -1.0 1.3 0.0
C -2.75320 -3.29220 -1.79036 0.7 -2.4 0.4
Li -2.73609 -0.24008 -2.36444 -0.2 0.0 0.0
H -3.58915 -3.40670 -1.08389 0.4 0.4 0.0
H -3.11451 -3.52444 -2.80399 0.3 0.9 -0.1